The following is a DFT calculation (ωB97M-V/def2-TZVPD) of C19H23N3S in the gas phase.

Summary:
Relative energy (zero: lowest compared OMol25 entry of this formula, charge and spin): 0.00 kJ/mol
SMILES string: CCc1ccc(N2CN(CCc3ccccc3)CNC2=S)cc1
Max |F|: 0.0151 hartree/bohr
Calculated total energy: -1300.2820 Ha
Frontier orbital gap: 8.416 eV
LUMO energy: 0.0264 hartree

Last column: Mulliken charge in e.
Geometry (Å):
C 1.81174 -6.58210 -0.45091  -1.08
H 1.26867 -6.69066 0.48524  0.32
H 2.75150 -6.07482 -0.24367  0.33
H 2.03061 -7.57270 -0.84268  0.36
C 0.98348 -5.77907 -1.45626  -1.05
C 0.68008 -4.41260 -0.91296  0.86
C 1.53864 -3.34767 -1.15028  -1.06
C 1.28347 -2.09621 -0.62178  0.10
C 0.16063 -1.89367 0.16945  -0.34
C -0.70336 -2.95276 0.41680  -0.31
C -0.44359 -4.19590 -0.12495  -0.68
H -1.12625 -5.01107 0.06599  0.36
H -1.58336 -2.79018 1.01968  0.48
N -0.10761 -0.62267 0.73322  0.43
C -1.25566 0.04025 0.45185  0.12
N -1.49780 1.18830 1.13291  0.01
H -2.26419 1.73411 0.76858  0.31
C -0.46011 1.85254 1.90413  -0.83
N 0.85287 1.45978 1.45529  0.00
C 0.92275 0.02612 1.54633  -0.99
H 0.79242 -0.26091 2.59937  0.21
H 1.90203 -0.32471 1.21283  0.52
C 1.22667 1.92865 0.11965  -0.01
H 2.26139 1.60411 -0.02622  0.45
C 1.17211 3.45022 -0.03323  -1.49
C -0.21039 4.01546 -0.23762  0.47
C -1.06916 3.49298 -1.19841  -0.29
C -2.34222 4.00919 -1.36579  -0.71
C -2.77250 5.06924 -0.58628  -0.44
C -1.91786 5.61523 0.35608  -0.56
C -0.64899 5.09062 0.52848  -0.14
H 0.01114 5.51923 1.27053  0.38
H -2.23994 6.44962 0.96178  0.38
H -3.76607 5.47123 -0.71627  0.40
H -2.99804 3.57843 -2.10742  0.40
H -0.75000 2.67385 -1.82596  0.37
H 1.63593 3.90776 0.84257  0.32
H 1.77915 3.70805 -0.90614  0.44
H 0.61393 1.45811 -0.66204  0.27
H -0.54753 1.56612 2.96206  0.29
H -0.58647 2.93109 1.82444  0.30
S -2.33977 -0.46414 -0.69299  -0.39
H 1.94826 -1.27331 -0.84317  0.44
H 2.41204 -3.49369 -1.76989  0.36
H 0.05209 -6.31026 -1.66055  0.35
H 1.53926 -5.69120 -2.39178  0.35

The following is a DFT calculation (ωB97M-V/def2-TZVPD) of C19H23N5O4 in the gas phase.

Summary:
Relative energy (zero: lowest compared OMol25 entry of this formula, charge and spin): 0.00 kJ/mol
SMILES string: CCC[C@H](C)c1nc(C(N)=O)c2[nH]c(=O)n(-c3ccc(OC)cc3OC)c2n1
Max |F|: 0.0221 hartree/bohr
Calculated total energy: -1312.6426 Ha
Frontier orbital gap: 8.556 eV
LUMO energy: 0.0096 hartree

Last column: Mulliken charge in e.
Geometry (Å):
C -2.14276 -4.77191 2.08440  -1.28
C -2.01476 -3.47893 2.88145  -0.31
C -2.04852 -2.25951 1.96434  -0.31
H -1.27470 -2.36598 1.20235  -0.20
H -3.01566 -2.20788 1.45843  0.41
C -1.79764 -0.93075 2.69738  0.61
C -1.59794 0.12959 1.64980  -0.28
N -2.54305 1.03213 1.47792  -0.51
C -2.39496 1.97215 0.53194  -0.14
C -1.26277 1.95778 -0.25391  0.28
N -0.76803 2.72217 -1.26874  -0.12
C 0.45630 2.23051 -1.67395  0.20
O 1.16486 2.66829 -2.54152  -0.63
N 0.71726 1.11566 -0.86603  0.37
C -0.31508 0.93303 0.00389  1.20
N -0.45759 0.03735 0.95148  -0.50
C 1.84695 0.28095 -1.01128  -0.10
C 3.11726 0.82162 -1.01516  -0.96
C 4.23471 0.01619 -1.15813  -0.63
C 4.07086 -1.35621 -1.28935  0.33
C 2.78717 -1.90671 -1.29726  -0.15
C 1.66641 -1.10422 -1.17564  0.84
O 0.38573 -1.54805 -1.22834  -0.39
C 0.16212 -2.93195 -1.35082  -1.14
H -0.91988 -3.05614 -1.34925  0.29
H 0.56991 -3.32240 -2.28861  0.46
H 0.59403 -3.48186 -0.50911  0.39
H 2.71143 -2.97434 -1.41791  0.50
O 5.08195 -2.25515 -1.42413  -0.46
C 6.40618 -1.77713 -1.45211  -0.87
H 6.56867 -1.09562 -2.29272  0.35
H 7.03397 -2.65811 -1.57599  0.25
H 6.67077 -1.27287 -0.51748  0.35
H 5.21127 0.47037 -1.16215  0.40
H 3.23230 1.88907 -0.91580  0.43
H -1.24382 3.52400 -1.65464  0.22
C -3.45271 3.00801 0.35817  0.15
O -3.36356 3.88187 -0.48462  -0.68
N -4.47732 2.86480 1.21520  -0.30
H -5.25188 3.50532 1.20129  0.23
H -4.43601 2.10431 1.87422  0.25
C -2.92329 -0.56852 3.65865  -1.81
H -2.75412 0.42009 4.07725  0.45
H -3.87547 -0.56166 3.13521  0.29
H -2.97282 -1.28538 4.47337  0.47
H -0.85457 -1.02213 3.24609  0.46
H -1.07416 -3.48679 3.43644  0.33
H -2.83014 -3.42508 3.60434  0.28
H -3.07876 -4.78723 1.53016  0.34
H -2.12321 -5.63409 2.74700  0.42
H -1.32421 -4.86634 1.37398  0.24

The following is a DFT calculation (ωB97M-V/def2-TZVPD) of a molecular structure, C19H23N7O4S3Ti.

Summary:
Relative energy (zero: lowest compared OMol25 entry of this formula, charge and spin): 86.71 kJ/mol
Charge: +2
Max |F|: 0.0497 hartree/bohr
Calculated total energy: -3465.6443 Ha
Frontier orbital gap: 7.270 eV
LUMO energy: -0.2524 hartree

Last column: Mulliken charge in e.
Geometry (Å):
Ti 0.23101 -0.19616 -0.29455  -0.53
O -1.21890 -1.26897 2.66852  -0.62
S -0.22761 -1.63481 1.71226  1.95
O 0.78952 -0.52929 1.45548  -0.33
N -0.81133 -1.77699 0.19737  0.10
C -2.21089 -1.64652 0.14548  -0.19
C -3.10379 -2.69048 0.15825  -0.64
C -4.48414 -2.43813 0.23908  -0.88
C -4.96725 -1.16149 0.34784  -0.88
C -4.07878 -0.06537 0.35682  0.17
C -4.48368 1.27140 0.52318  -0.56
C -3.53254 2.26065 0.54900  -1.21
C -2.18413 1.91969 0.39287  0.00
N -1.75652 0.68123 0.22357  0.60
C -2.68517 -0.31046 0.23093  1.42
C 0.65981 -3.10230 2.15641  0.13
C 1.56800 -3.62898 1.25106  -0.45
C 2.24952 -4.78489 1.60204  -0.78
C 2.01115 -5.39189 2.82798  -0.45
C 1.08975 -4.85459 3.71407  -0.76
C 0.40260 -3.69815 3.37816  -0.32
H -2.73974 -3.70639 0.11888  0.56
H -5.16199 -3.27785 0.25111  0.43
H -6.02492 -0.97028 0.43949  0.46
H -5.53043 1.50205 0.63611  0.49
H -3.80526 3.29382 0.69339  0.45
H -1.43613 2.70532 0.41785  0.64
H 1.71639 -3.13722 0.29637  0.58
H 2.96335 -5.21213 0.91473  0.44
H 2.54125 -6.29427 3.09181  0.43
H 0.90594 -5.33614 4.66058  0.44
H -0.32534 -3.25037 4.03444  0.52
N 3.06614 0.21463 -0.18097  -0.24
N 3.75714 1.30759 -0.72380  -0.42
C 3.53633 1.73769 -1.97509  0.76
N 4.22851 2.80532 -2.39730  -0.44
S 2.41062 1.04425 -3.03423  -0.43
H 3.06298 0.25421 0.83759  0.28
H 3.46489 -0.68079 -0.48178  0.33
H 4.55656 1.67860 -0.21700  0.24
H 5.02062 3.15966 -1.88458  0.21
H 4.16962 3.04539 -3.37585  0.24
C 0.56726 5.06497 -1.57602  -0.85
N 0.40175 3.62958 -1.51156  0.43
C -0.19882 3.03718 -2.68704  -0.84
C 0.79387 2.92304 -0.47964  -0.15
O 0.73508 1.67284 -0.36514  -0.23
H 1.37326 5.32096 -2.26610  0.32
H 0.79150 5.48355 -0.59752  0.35
H -0.34806 5.52083 -1.95543  0.31
H 0.43844 3.22414 -3.55233  0.40
H -1.17518 3.48648 -2.87153  0.43
H -0.32010 1.96102 -2.55009  0.13
H 1.22491 3.50964 0.34847  0.38
O -0.27308 -0.13244 -2.13736  -0.33
S 0.93510 -1.03565 -2.54126  0.24
N 1.42089 -1.50275 -1.21505  -0.29

The following is a DFT calculation (ωB97M-V/def2-TZVPD) of C19H23N9O3 in the gas phase.

Summary:
SMILES string: CCOc1ccccc1/C=N/NC(=O)c1nnn(-c2nonc2N)c1CN1CCCC1
Max |F|: 0.0393 hartree/bohr
Calculated total energy: -1456.2193 Ha
Frontier orbital gap: 8.272 eV
LUMO energy: 0.0050 hartree

Last column: Mulliken charge in e.
Geometry (Å):
C -5.21046 -1.88229 -2.21002  -1.10
C -4.72041 -1.91086 -0.76492  -0.53
O -4.27963 -0.64462 -0.32089  -0.45
C -5.15175 0.31915 0.01278  0.70
C -6.53514 0.16196 0.08013  -0.44
C -7.35287 1.21019 0.46140  -0.75
C -6.81320 2.44457 0.78201  -0.69
C -5.44604 2.61846 0.71856  -0.59
C -4.59545 1.58011 0.33885  0.46
C -3.17576 1.83100 0.28642  0.15
N -2.32011 0.95226 -0.04929  -0.64
N -1.02528 1.29095 -0.07198  0.11
C -0.04003 0.41373 -0.41499  -0.43
O -0.20510 -0.74420 -0.73202  -0.62
C 1.29090 1.05199 -0.34670  1.24
C 2.53386 0.49792 -0.61684  0.47
N 3.39706 1.51929 -0.37297  0.67
C 4.76744 1.55685 -0.47900  0.84
N 5.52706 0.64098 -1.00876  -0.17
O 6.77974 1.08672 -0.92526  -0.13
N 6.84532 2.30963 -0.34161  -0.55
C 5.61517 2.64945 -0.04176  0.36
N 5.21775 3.75997 0.59452  -0.38
H 5.88185 4.50260 0.71771  0.24
H 4.22627 3.95061 0.59797  0.26
N 2.71874 2.61498 0.01310  -1.22
N 1.47737 2.34368 0.02627  -0.43
C 2.96189 -0.87442 -0.97631  -1.77
N 3.62767 -1.45498 0.17224  0.25
C 2.73145 -1.78450 1.28107  -0.32
C 3.25006 -3.10355 1.86886  -0.71
H 2.60909 -3.92947 1.55893  0.31
H 3.28322 -3.08560 2.95641  0.33
C 4.63588 -3.25524 1.24112  -0.67
H 5.37037 -2.67759 1.80201  0.29
H 4.96478 -4.29079 1.18485  0.37
C 4.43123 -2.62637 -0.12963  -0.77
H 5.36176 -2.31314 -0.60642  0.31
H 3.90510 -3.32822 -0.79794  0.35
H 2.77596 -0.97451 2.01844  0.27
H 1.69128 -1.87864 0.94466  0.16
H 3.68566 -0.82517 -1.79434  0.53
H 2.07288 -1.44338 -1.29465  0.66
H -0.73469 2.24258 0.17887  0.46
H -2.86095 2.85157 0.55516  0.29
H -5.01460 3.57797 0.96632  0.34
H -7.45403 3.26109 1.07693  0.39
H -8.42120 1.05790 0.50634  0.38
H -6.98894 -0.78672 -0.16001  0.33
H -3.82822 -2.53798 -0.69148  0.41
H -5.48945 -2.31878 -0.09626  0.32
H -4.42022 -1.50084 -2.85106  0.30
H -6.08100 -1.23911 -2.31678  0.36
H -5.47228 -2.88718 -2.53004  0.40